Arrangement one

The following is a DFT calculation (ωB97M-V/def2-TZVPD) of 2 unconnected molecules or ions with the total composition C6H17N2.

Properties
**Net charge**: +1

```
25
C6H17N2 ωB97M-V/def2-TZVPD
C -1.88 -0.45 2.79
C -0.59 -0.65 1.98
C -0.13 0.63 1.32
C 1.01 1.27 1.66
H -2.76 -0.17 2.15
H -2.20 -1.37 3.27
H -1.65 0.31 3.54
H -0.74 -1.42 1.14
H 0.21 -0.95 2.70
H -0.84 1.09 0.57
H 1.43 2.09 1.11
H 1.55 1.00 2.59
C -0.33 0.15 -2.05
N -0.96 -0.42 -3.27
C 1.10 -0.42 -2.04
N 1.97 0.22 -0.96
H -0.83 -0.22 -1.14
H -0.36 1.26 -2.02
H -1.18 -1.37 -3.00
H -1.86 0.03 -3.38
H 1.60 -0.22 -2.97
H 1.02 -1.50 -1.80
H 2.82 -0.39 -0.77
H 2.22 1.16 -1.33
H 1.37 0.35 -0.10
```

---

Arrangement two

The following is a DFT calculation (ωB97M-V/def2-TZVPD) of 2 unconnected molecules or ions with the total composition C6H17N2.

Properties
**Net charge**: +1

```
25
C6H17N2 ωB97M-V/def2-TZVPD
C -0.86 0.60 -2.59
C -1.23 -0.15 -1.24
C -0.52 0.45 -0.15
C 0.78 -0.03 0.20
C 0.72 -1.42 1.03
N 2.03 -1.86 1.28
C 2.65 -1.38 2.52
N -2.66 2.73 -0.94
H -1.55 1.42 -2.72
H 0.18 0.93 -2.62
H -0.96 -0.09 -3.42
H -2.30 0.02 -1.22
H -1.07 0.94 0.64
H -0.99 -1.21 -1.34
H 1.47 -0.14 -0.64
H 1.25 0.66 0.90
H 0.21 -2.16 0.42
H 0.07 -1.19 1.88
H 2.10 -2.86 1.17
H 2.23 -1.81 3.43
H 3.69 -1.70 2.52
H 2.66 -0.30 2.50
H -3.48 2.50 -0.38
H -1.88 2.31 -0.44
H -2.57 3.74 -0.78
```

---

Arrangement three

The following is a DFT calculation (ωB97M-V/def2-TZVPD) of a gas-phase ion, C6H17N2 (charge +1).

Properties
**SMILES string**: CC(C)N(C)CC[NH3+]
**Net charge**: +1

```
25
C6H17N2 ωB97M-V/def2-TZVPD
C 1.20 -0.56 2.02
C 1.25 0.34 0.78
C 1.31 1.83 1.18
N 0.37 0.00 -0.33
C 0.67 -1.33 -0.86
C -1.02 0.24 0.07
C -2.05 -0.31 -0.89
N -1.69 0.11 -2.28
H 0.51 -0.27 2.83
H 0.80 -1.58 1.87
H 2.18 -0.72 2.46
H 2.29 0.20 0.48
H 0.34 2.33 1.10
H 2.00 2.39 0.54
H 1.61 1.86 2.23
H -0.15 -1.84 -1.37
H 1.48 -1.23 -1.59
H 1.07 -2.05 -0.15
H -1.15 1.32 0.16
H -1.29 -0.07 1.09
H -1.99 -1.39 -0.78
H -3.06 0.01 -0.71
H -2.31 -0.28 -2.99
H -1.64 1.13 -2.37
H -0.72 -0.13 -2.49
```

---

Arrangement four

The following is a DFT calculation (ωB97M-V/def2-TZVPD) of 2 unconnected molecules or ions with the total composition C6H17N2.

Properties
**Net charge**: +1

```
25
C6H17N2 ωB97M-V/def2-TZVPD
C 0.90 -0.30 0.67
N 1.05 1.08 0.26
C 1.33 2.04 1.33
C 1.40 3.45 0.77
C -0.06 -1.03 -0.45
N -1.24 -0.45 -0.45
C -0.83 -3.26 -1.33
C -0.19 -2.54 -0.10
H 1.85 -0.78 0.85
H 0.24 -0.42 1.53
H 0.13 1.31 -0.10
H 0.55 2.06 2.10
H 2.24 1.80 1.88
H 0.53 3.63 0.14
H 2.30 3.74 0.23
H 1.33 4.18 1.59
H 0.43 -1.01 -1.43
H -3.73 0.86 -1.52
H -1.25 0.32 -1.14
H -3.94 1.09 -0.84
H -1.22 -4.23 -1.06
H -0.02 -3.37 -2.06
H -1.62 -2.61 -1.69
H -0.93 -2.60 0.69
H 0.76 -2.99 0.15
```

---

It is arrangement three that is the most stable of them.

---

Arrangement one

The following is a DFT calculation (ωB97M-V/def2-TZVPD) of C23H34N2O3 in the gas phase.

Properties
**SMILES string**: CC[C@]1(C)C[C@H](C(=O)N2CC3(C[C@H](C(=O)N4[C@H]5CC=C[C@H]4CCC5)CO3)C2)C1

```
62
C23H34N2O3 ωB97M-V/def2-TZVPD
C 4.74 -1.86 4.96
C 5.17 -0.97 3.80
C 4.03 -0.38 2.94
C 4.22 1.13 2.78
C 3.76 -1.07 1.59
C 2.25 -0.91 1.82
C 1.39 -2.12 1.53
O 1.80 -3.27 1.61
N 0.09 -1.86 1.24
C -0.71 -0.66 1.06
C -1.86 -1.60 0.57
C -2.28 -1.43 -0.88
C -3.35 -0.34 -0.78
C -2.77 1.04 -1.09
O -2.47 1.84 -0.20
N -2.59 1.32 -2.39
C -1.95 2.54 -2.89
C -3.13 3.48 -3.15
C -3.90 2.63 -4.18
C -3.62 1.34 -4.45
C -2.67 0.51 -3.56
C -1.14 0.35 -3.97
C -0.16 1.01 -2.93
C -0.51 2.48 -2.44
C -3.83 -0.45 0.68
O -3.07 -1.51 1.28
C -0.99 -2.80 0.96
C 2.56 -0.69 3.32
H 5.61 -2.19 5.53
H 4.08 -1.33 5.64
H 4.22 -2.75 4.61
H 5.77 -0.14 4.21
H 5.85 -1.52 3.14
H 3.44 1.56 2.15
H 4.18 1.63 3.75
H 5.18 1.35 2.32
H 4.19 -0.61 0.70
H 4.02 -2.13 1.62
H 1.84 -0.02 1.35
H -0.96 -0.14 1.99
H -0.33 0.06 0.33
H -1.44 -1.18 -1.53
H -2.71 -2.37 -1.23
H -4.17 -0.54 -1.47
H -1.75 2.34 -3.93
H -2.83 4.42 -3.63
H -3.72 3.71 -2.27
H -4.66 3.13 -4.78
H -4.13 0.84 -5.27
H -3.12 -0.47 -3.38
H -0.89 -0.71 -4.04
H -0.97 0.77 -4.97
H 0.85 0.97 -3.35
H -0.13 0.36 -2.04
H 0.10 3.21 -2.98
H -0.34 2.59 -1.37
H -3.63 0.49 1.20
H -4.88 -0.71 0.77
H -0.76 -3.51 0.16
H -1.35 -3.33 1.84
H 2.45 -1.62 3.87
H 2.00 0.10 3.84
```

---

Arrangement two

The following is a DFT calculation (ωB97M-V/def2-TZVPD) of C23H34N2O3 in the gas phase.

Properties
**SMILES string**: CC[C@]1(C)C[C@H](C(=O)N2CC3(C[C@H](C(=O)N4[C@H]5CC=C[C@H]4CCC5)CO3)C2)C1

```
62
C23H34N2O3 ωB97M-V/def2-TZVPD
C 5.78 2.86 1.95
C 4.62 3.05 2.92
C 3.32 2.35 2.54
C 2.43 2.19 3.77
C 2.54 2.95 1.35
C 2.25 1.54 0.83
C 2.48 1.30 -0.64
O 3.27 1.96 -1.31
N 1.78 0.28 -1.19
C 0.91 -0.76 -0.66
C 0.79 -1.30 -2.11
C -0.58 -1.15 -2.76
C -1.24 -2.47 -2.34
C -1.82 -2.35 -0.93
O -1.32 -2.92 0.04
N -2.87 -1.52 -0.79
C -3.61 -1.37 0.46
C -4.34 -2.69 0.64
C -5.18 -2.71 -0.66
C -4.99 -1.84 -1.67
C -3.76 -0.93 -1.75
C -3.86 0.57 -1.22
C -2.90 0.85 0.01
C -2.91 -0.22 1.18
C -0.07 -3.44 -2.39
O 1.13 -2.65 -2.30
C 1.89 -0.30 -2.52
C 3.38 1.01 1.75
H 6.61 3.52 2.21
H 6.15 1.84 1.97
H 5.49 3.09 0.92
H 4.94 2.71 3.91
H 4.40 4.12 3.04
H 1.47 1.74 3.52
H 2.91 1.55 4.51
H 2.24 3.16 4.24
H 1.68 3.59 1.59
H 3.20 3.47 0.65
H 1.27 1.16 1.14
H 1.40 -1.47 0.01
H -0.02 -0.40 -0.20
H -1.10 -0.25 -2.43
H -0.46 -1.11 -3.85
H -2.04 -2.76 -3.03
H -4.49 -0.80 0.20
H -5.03 -2.68 1.49
H -3.69 -3.56 0.73
H -6.01 -3.40 -0.71
H -5.68 -1.84 -2.51
H -3.36 -0.94 -2.77
H -3.57 1.26 -2.01
H -4.89 0.81 -0.97
H -3.15 1.83 0.40
H -1.89 0.93 -0.38
H -3.49 0.13 2.03
H -1.89 -0.45 1.50
H -0.10 -4.14 -1.56
H -0.04 -3.98 -3.34
H 1.66 0.38 -3.33
H 2.85 -0.79 -2.70
H 4.31 0.90 1.19
H 3.19 0.10 2.31
```

---

It is arrangement two that is the most stable of them.